Computed, not measured: the molecule C4H7N3 in a non-equilibrium geometry, with the ωB97M-V functional and the def2-TZVPD basis.

Gap between HOMO and LUMO (eV): 8.41
SMILES: CNc1c[nH]cn1
LUMO energy (eV): 1.0
Energy (eV): -8731.1960
HOMO (eV): -7.4079
ΔE to the lowest compared entry with this formula, charge and spin (kcal/mol): 11.15

XYZ file:
```
14
C4H7N3, DFT the ωB97M-V functional and the def2-TZVPD basis
C -0.15686 2.27739 -0.15379
C -0.33363 -0.13527 0.05074
C -0.73113 -1.42817 0.37383
C 1.33705 -1.45696 -0.41329
H -0.71266 3.18966 -0.27315
H 0.63024 2.47472 0.56672
H 0.33628 2.21297 -1.14313
H -1.70869 1.12611 0.81909
H -1.70166 -1.84773 0.66293
H 0.38349 -3.13697 0.41377
H 2.33991 -1.95580 -0.52251
N -0.96523 1.09184 0.08556
N 0.33934 -2.21880 0.08339
N 0.94356 -0.19298 -0.55014
```

Computed, not measured: a structure of composition C12H10BrCrF2 in a non-equilibrium geometry, with the ωB97M-V functional and the def2-TZVPD basis.

Gap between HOMO and LUMO (spin up / spin down) (eV): 2.75 / 4.10
LUMO energy (spin up / spin down) (eV): -8.6 / -7.3
Multiplicity: 5
Energy (eV): -116494.7695
Total charge: +1
HOMO (spin up / spin down) (eV): -11.3594 / -11.3613
<S²>: 6.1307

XYZ file:
```
26
C12H10BrCrF2, DFT the ωB97M-V functional and the def2-TZVPD basis
Cr -4.89209 0.98359 2.79416
Br -3.48234 1.22759 0.76841
F 2.85436 4.67864 1.24250
C 2.18196 3.51226 1.33544
C 2.81811 2.36710 1.72878
C 2.13549 1.15878 1.61839
C 0.88778 1.05131 1.13019
C 0.26407 2.22688 0.68372
C 0.95248 3.43818 0.75552
H 3.82801 2.44915 2.10261
H 2.64110 0.24850 1.90501
H 0.35269 0.13198 1.31699
H -0.68539 2.10872 0.18276
H 0.35611 4.30886 0.52604
F -0.49913 -3.14648 1.08662
C -0.60816 -2.78954 -0.23780
C -1.22731 -1.62704 -0.55020
C -1.48527 -1.31870 -1.87611
C -1.11766 -2.16874 -2.79974
C -0.40285 -3.33550 -2.52703
C -0.13670 -3.73782 -1.22790
H -1.45455 -0.91170 0.22636
H -2.01864 -0.39736 -2.05793
H -1.37853 -1.85847 -3.80079
H -0.24463 -3.95238 -3.39927
H 0.36102 -4.64776 -0.92679
```

Computed, not measured: the molecule CH4NOP in a non-equilibrium geometry, with the ωB97M-V functional and the def2-TZVPD basis.

Gap between HOMO and LUMO (eV): 10.35
SMILES: NP1CO1
LUMO energy (eV): 1.2
Energy (eV): -13926.8316
HOMO (eV): -9.1804
ΔE to the lowest compared entry with this formula, charge and spin (kcal/mol): 39.24

XYZ file:
```
8
CH4NOP, DFT the ωB97M-V functional and the def2-TZVPD basis
C -1.01599 -0.50506 0.49262
N 1.48490 0.43550 -0.31400
O -1.20392 0.21642 -0.69115
P 0.02661 1.04130 0.39204
H -1.83841 -0.39344 1.12038
H -0.66801 -1.54117 0.24402
H 1.21110 -0.44707 -0.63610
H 2.00370 1.19351 -0.60781
```

Computed, not measured: a structure of composition C4H9NO in a non-equilibrium geometry, with the ωB97M-V functional and the def2-TZVPD basis.

Gap between HOMO and LUMO (eV): 10.15
LUMO energy (eV): 0.5
Energy (eV): -7826.2418
HOMO (eV): -9.6406
ΔE to the lowest compared entry with this formula, charge and spin (kcal/mol): 140.17

XYZ file:
```
15
C4H9NO, DFT the ωB97M-V functional and the def2-TZVPD basis
C 1.67533 1.47391 -0.61578
C 0.46871 0.53971 -1.28831
C 0.16706 -0.62091 -0.31117
C -1.57112 -1.29393 1.46087
H 2.02908 2.08899 -1.40253
H 1.31463 2.16032 0.33574
H 2.61968 0.77063 -0.41221
H -0.61089 1.14527 -1.58963
H 0.91367 -0.20840 -2.32075
H -1.64339 0.43298 0.37290
H -0.90258 -2.30242 1.43983
H -3.03236 -1.61656 1.57832
H -1.34147 -0.47514 2.52826
N -1.12042 -0.64638 0.15168
O 1.03406 -1.44806 0.07277
```

Computed, not measured: the molecule C12H11NO2 in a non-equilibrium geometry, with the ωB97M-V functional and the def2-TZVPD basis.

Gap between HOMO and LUMO (eV): 9.35
SMILES: COc1cccc(Oc2cccnc2)c1
LUMO energy (eV): 0.7
Energy (eV): -18206.1469
HOMO (eV): -8.6054
ΔE to the lowest compared entry with this formula, charge and spin (kcal/mol): 1.84

XYZ file:
```
26
C12H11NO2, DFT the ωB97M-V functional and the def2-TZVPD basis
C 0.61575 -2.60294 -2.23948
C -1.26255 -1.41613 -1.33347
C -2.63274 -1.43222 -1.16455
C -3.26775 -0.34815 -0.59142
C -2.53462 0.75466 -0.17625
C -1.12468 0.74846 -0.29692
C 0.67001 1.67788 0.95234
C 0.81836 0.68975 1.92444
C 2.01515 0.63976 2.62072
C 3.01997 1.53184 2.34314
C 1.72824 2.59640 0.81038
C -0.51440 -0.32101 -0.92336
H 0.71375 -3.58002 -2.77941
H 1.41267 -2.55988 -1.35663
H 0.84586 -1.78008 -2.93076
H -3.17650 -2.30155 -1.48239
H -4.36953 -0.37357 -0.58179
H -2.96911 1.72972 0.15242
H -0.01605 0.02584 2.12629
H 2.15181 -0.15171 3.37367
H 3.95785 1.55877 2.90585
H 1.63495 3.42145 0.11942
H 0.58477 -0.30104 -1.17921
N 2.87774 2.50433 1.47903
O -0.78675 -2.57087 -1.84289
O -0.39217 1.86031 0.07082
```

Computed, not measured: a structure of composition C46H51CoN5O6PSSe, with the ωB97M-V functional and the def2-TZVPD basis.

Gap between HOMO and LUMO (spin up / spin down) (eV): 5.21 / 7.01
LUMO energy (spin up / spin down) (eV): 2.3 / 2.3
Multiplicity: 4
Energy (eV): -191367.8017
Total charge: -1
HOMO (spin up / spin down) (eV): -2.8908 / -4.6955
ΔE to the lowest compared entry with this formula, charge and spin (kcal/mol): 0.00
<S²>: 3.8559

XYZ file:
```
112
C46H51CoN5O6PSSe, DFT the ωB97M-V functional and the def2-TZVPD basis
Co -0.68500 1.63087 0.97790
O 3.20309 3.25570 -3.39441
C 2.35336 2.88361 -2.40206
C 2.80032 2.24303 -1.25238
C 1.86482 1.86572 -0.31205
N 0.57361 2.10808 -0.49311
C 0.13567 2.75682 -1.56883
C 0.99861 3.16509 -2.56091
C -1.37379 2.99157 -1.59636
O -1.88363 3.42754 -2.62485
O -1.97456 2.69492 -0.49980
C 2.21085 1.13993 0.99601
O 3.40008 0.92204 1.22170
O 1.19704 0.84967 1.71466
H 4.09696 2.99773 -3.14857
H 3.84530 2.01385 -1.07171
H 0.61883 3.66446 -3.44237
O -2.07289 0.31780 1.90284
C -1.67650 1.28101 2.54773
C -1.77068 1.98123 3.73998
C -2.50855 1.55759 4.89254
C -2.62424 2.40270 5.96376
C -2.05079 3.69084 5.95195
C -1.30182 4.10020 4.84470
C -1.11564 3.25367 3.77394
P -0.22244 3.54712 2.22021
C -0.60994 5.30071 1.85320
C -1.58804 5.57827 0.89989
C -1.97317 6.89007 0.65008
C -1.39840 7.93137 1.36250
C -0.42491 7.66162 2.31796
C -0.02397 6.35499 2.55704
C 1.53663 3.67970 2.69425
C 2.02759 3.07886 3.84742
C 3.37679 3.16929 4.15807
C 4.24179 3.86308 3.32322
C 3.76417 4.43459 2.15323
C 2.41719 4.33646 1.83618
H -2.97258 0.57896 4.89605
H -3.17355 2.08206 6.84172
H -2.19751 4.36073 6.78931
H -0.86795 5.09263 4.83476
H -2.03845 4.75639 0.35104
H -2.72292 7.09818 -0.10332
H -1.70156 8.95415 1.17218
H 0.02372 8.47160 2.88126
H 0.75359 6.15367 3.28269
H 1.35236 2.52373 4.48716
H 3.75633 2.68422 5.04873
H 5.29324 3.94195 3.57454
H 4.44273 4.94028 1.47698
H 2.04283 4.78087 0.91930
C -6.29403 0.58614 -1.07701
C -5.08453 0.98889 -1.92130
N -3.81083 0.64602 -1.31980
C -3.12082 -0.47549 -1.54449
S -1.47219 -0.60989 -1.18689
N -3.82206 -1.50214 -2.12605
C -3.41511 -2.89896 -2.01509
C -4.16141 -3.60684 -0.88981
H -7.21665 0.89843 -1.57431
H -6.24821 1.06900 -0.09964
H -6.33975 -0.49379 -0.91525
H -5.07789 2.07046 -2.05163
H -5.15365 0.54545 -2.91923
H -3.25034 1.42227 -0.95057
H -4.82081 -1.36664 -2.14059
H -2.34591 -2.89609 -1.82043
H -3.59515 -3.39534 -2.97085
H -3.96288 -3.09859 0.05665
H -3.83955 -4.64754 -0.80136
H -5.23992 -3.59454 -1.07111
C 4.37197 -3.70959 -1.92566
C 4.36510 -2.64202 -3.02766
C 3.42211 -1.46260 -2.74956
C 1.95670 -1.70894 -3.10730
N 1.36371 -2.90748 -2.52297
C 0.98508 -3.01301 -1.20842
Se 1.31239 -1.81426 0.09694
N 0.31002 -4.20867 -1.10048
C -0.38640 -4.66902 0.08994
C 0.38239 -5.73543 0.87299
C 1.67039 -5.23232 1.51399
C 2.34343 -6.30889 2.36333
C 0.29370 -4.85646 -2.32310
C -0.24243 -6.07092 -2.71288
C -0.06429 -6.45847 -4.03825
C 0.63270 -5.65197 -4.93359
C 1.16114 -4.42500 -4.53994
C 0.97112 -4.03407 -3.22642
H 5.23321 -4.37368 -2.03499
H 3.47377 -4.32944 -1.95224
H 4.42262 -3.23688 -0.94235
H 4.10848 -3.10502 -3.98837
H 5.37860 -2.24453 -3.12301
H 3.73423 -0.59283 -3.33653
H 3.48682 -1.18710 -1.69664
H 1.85570 -1.80536 -4.18843
H 1.35617 -0.85853 -2.77657
H -1.35069 -5.07215 -0.22901
H -0.56035 -3.78780 0.70840
H 0.61126 -6.57501 0.20599
H -0.28700 -6.10765 1.65663
H 1.45005 -4.35868 2.12864
H 2.36046 -4.89544 0.73646
H 1.68514 -6.63450 3.17436
H 3.26223 -5.92526 2.81086
H 2.59884 -7.18667 1.76189
H -0.77722 -6.70003 -2.01162
H -0.46946 -7.40484 -4.37334
H 0.77109 -5.98385 -5.95469
H 1.70487 -3.80766 -5.24358
```

Number 4 is which compound?
C4H9NO